(1)
DFT (ωB97M-V/def2-TZVPD) results for the ion C5H8N3 with charge +1.

```
! RIJCOSX wB97M-V def2-TZVPD def2/J DEFGRID3
* xyz 1 1
C -2.74 -0.65 -0.01
C -1.13 -1.45 0.41
C -0.21 0.64 0.06
C 1.00 1.48 0.17
C 1.18 -1.34 -0.31
N -2.54 0.56 -0.26
N -0.10 -0.74 0.02
N -1.39 1.20 -0.03
H -1.08 -2.52 0.53
H 1.70 1.08 0.90
H 0.74 2.50 0.45
H 1.53 1.53 -0.79
H 1.02 -2.37 -0.64
H 1.67 -0.79 -1.12
H 1.84 -1.36 0.56
H -1.48 2.22 0.07
*
```

The maximum force is 0.07446 Eh/bohr. As for the energy above the lowest of the compared OMol25 structures with the same formula, charge and spin: 520.9 kJ/mol. The total energy comes out at -9773.1432 eV. Its structure (SMILES) is CC1=[NH+]N=C=CN1C. As for the LUMO energy (alpha / beta): -5.56 / -5.56 eV.

Results of the Mulliken charge analysis, in e, for atoms 1 through 5:
1. C -0.090
2. C -0.134
3. C 0.864
4. C -1.368
5. C -0.894

***

(2)
DFT (ωB97M-V/def2-TZVPD) results for a cluster of 2 separate species, C5H8N3O in total.

```
! RIJCOSX wB97M-V def2-TZVPD def2/J DEFGRID3
* xyz 1 1
C 0.40 -1.77 -0.43
C 0.77 -0.55 -0.98
C 0.34 -1.57 0.93
C -2.35 0.45 0.03
C 1.31 1.71 -0.04
N 0.69 -0.29 1.16
N -2.84 -0.19 -0.83
N 0.93 0.32 0.01
O -1.64 0.93 0.82
H 0.19 -2.68 -0.96
H 0.92 -0.29 -2.01
H 0.09 -2.24 1.73
H 2.24 1.87 0.51
H 1.45 2.01 -1.07
H 0.52 2.32 0.41
H 0.68 0.20 2.05
H -3.70 -0.24 -1.32
*
```

The maximum force is 0.02605 Eh/bohr. As for the energy above the lowest of the compared OMol25 structures with the same formula, charge and spin: 37.8 kJ/mol. The total energy comes out at -11825.5703 eV. As for the LUMO energy: -3.37 eV.

Results of the Mulliken charge analysis, in e, for atoms 1 through 5:
1. C -0.728
2. C -0.077
3. C -0.078
4. C 0.570
5. C -0.766

***

(3)
DFT (ωB97M-V/def2-TZVPD) results for the ion C5H8N3O2 with charge +1.

```
! RIJCOSX wB97M-V def2-TZVPD def2/J DEFGRID3
* xyz 1 1
C -1.77 -0.07 -0.67
C -2.01 0.49 0.68
C -0.48 -0.24 -0.78
C 0.92 -1.06 1.07
C 1.02 1.24 0.37
N -0.91 0.50 1.38
N 0.34 -0.70 -1.90
N 0.18 0.11 0.49
O -0.33 -0.93 -2.86
O 1.51 -0.67 -1.75
H -2.54 -0.15 -1.49
H -2.96 0.59 1.22
H 1.50 -0.74 2.01
H 0.12 -1.76 1.30
H 1.67 -1.48 0.33
H 1.37 1.68 1.31
H 1.80 1.14 -0.47
H 0.55 2.05 -0.26
*
```

The maximum force is 0.12022 Eh/bohr. As for the energy above the lowest of the compared OMol25 structures with the same formula, charge and spin: 597.3 kJ/mol. The total energy comes out at -13867.0321 eV. Its structure (SMILES) is C[N+]1(C)N=CC=C1[N+](=O)[O-]. As for the LUMO energy (alpha / beta): -5.83 / -5.83 eV.

Results of the Mulliken charge analysis, in e, for atoms 1 through 5:
1. C -0.331
2. C -0.157
3. C 0.046
4. C -0.657
5. C -0.728

***

(4)
DFT (ωB97M-V/def2-TZVPD) results for the ion C5H8N3O2 with charge +1.

```
! RIJCOSX wB97M-V def2-TZVPD def2/J DEFGRID3
* xyz 1 1
C 1.11 0.74 -0.86
C 1.01 -0.27 -0.06
C -1.36 0.32 0.25
C -0.18 -0.26 0.90
C 1.74 -1.51 -0.04
N -1.40 1.45 -0.30
N -2.50 -0.52 -0.15
N -0.18 2.12 -0.15
O -3.58 -0.22 0.22
O -2.14 -1.32 -0.97
H 1.67 1.32 -1.58
H -0.38 -1.38 1.04
H 0.07 0.26 1.79
H 1.48 -2.18 0.89
H 2.81 -1.49 -0.04
H 1.45 -2.11 -0.94
H 0.43 2.06 0.69
H -0.06 3.02 -0.70
*
```

The maximum force is 0.07758 Eh/bohr. As for the energy above the lowest of the compared OMol25 structures with the same formula, charge and spin: 727.4 kJ/mol. The total energy comes out at -13865.6842 eV. As for the LUMO energy: -4.97 eV.

Results of the Mulliken charge analysis, in e, for atoms 1 through 5:
1. C -0.300
2. C 1.025
3. C 0.543
4. C -1.184
5. C -1.462

***

(5)
DFT (ωB97M-V/def2-TZVPD) results for the ion C5H8N3O2 with charge +1.

```
! RIJCOSX wB97M-V def2-TZVPD def2/J DEFGRID3
* xyz 1 3
C -2.86 -0.78 -0.23
C -1.08 2.19 0.07
C -0.59 -0.29 0.20
C 2.77 -0.71 -0.32
C 1.76 0.19 0.36
N -2.67 0.45 -0.36
N -1.37 0.77 0.00
N -1.75 -1.54 -0.01
O -0.14 2.50 0.78
O 0.60 -0.57 0.41
H -3.75 -1.22 -0.52
H -2.02 2.80 -0.28
H 3.73 -0.46 -0.02
H 2.52 -1.80 0.00
H 2.82 -0.72 -1.45
H 1.65 1.07 -0.21
H 1.98 0.59 1.48
H -1.60 -2.49 0.10
*
```

The maximum force is 0.13793 Eh/bohr. As for the energy above the lowest of the compared OMol25 structures with the same formula, charge and spin: 250.0 kJ/mol. The total energy comes out at -13865.7267 eV. As for the LUMO energy (alpha / beta): -3.64 / -8.58 eV.

Results of the Mulliken charge analysis, in e, for atoms 1 through 5:
1. C -0.033
2. C 0.147
3. C 0.432
4. C -1.212
5. C -0.144

***

(6)
DFT (ωB97M-V/def2-TZVPD) results for an isolated molecule of C5H8N4.

```
! RIJCOSX wB97M-V def2-TZVPD def2/J DEFGRID3
* xyz 0 1
C 0.46 0.91 2.18
C 0.30 2.12 1.48
C 0.31 -0.05 1.21
C 0.21 -0.37 -1.12
C -1.00 -0.32 -2.08
N -0.09 1.93 0.24
N 0.01 0.60 0.05
N 0.31 -1.42 1.08
N 0.30 -1.65 -0.36
H 0.89 0.68 3.23
H 0.33 3.13 1.80
H 1.05 -0.16 -1.70
H -2.05 -0.42 -1.76
H -0.70 -1.18 -2.63
H -0.92 0.52 -2.71
H 0.98 -1.97 1.59
H -0.37 -2.38 -0.51
*
```

The maximum force is 0.10918 Eh/bohr. As for the energy above the lowest of the compared OMol25 structures with the same formula, charge and spin: 207.0 kJ/mol. The total energy comes out at -11272.4064 eV. Its structure (SMILES) is C[C@@H]1NNc2ccnn21. As for the LUMO energy: 1.05 eV.

Results of the Mulliken charge analysis, in e, for atoms 1 through 5:
1. C -0.768
2. C -0.275
3. C 0.371
4. C 0.277
5. C -1.357

***

(7)
DFT (ωB97M-V/def2-TZVPD) results for an isolated molecule of C5H8N4.

```
! RIJCOSX wB97M-V def2-TZVPD def2/J DEFGRID3
* xyz 0 1
C 2.17 0.05 -0.10
C -1.14 -0.92 -0.08
C -1.34 0.59 -0.38
C -0.76 1.49 0.82
C -0.04 1.17 -0.55
H 2.21 -1.39 0.80
H 2.63 1.13 -0.15
H 0.21 -1.86 -1.54
H -1.63 -2.54 0.89
H -2.24 0.95 -0.94
H -0.92 0.59 1.79
H -1.28 2.26 0.96
H 0.12 2.13 -1.09
N 2.83 -0.70 0.63
N 0.88 -0.08 -0.80
N 0.30 -1.25 -0.53
N -2.00 -1.61 0.29
*
```

The maximum force is 0.23969 Eh/bohr. As for the energy above the lowest of the compared OMol25 structures with the same formula, charge and spin: 610.6 kJ/mol. The total energy comes out at -11268.2237 eV. Its structure (SMILES) is [H]/N=C\N1N/C(=N\[H])[C@H]2C[C@H]21. As for the LUMO energy: 0.69 eV.

Results of the Mulliken charge analysis, in e, for atoms 1 through 5:
1. C 0.041
2. C 0.102
3. C 0.025
4. C -0.905
5. C -0.262

***

(8)
DFT (ωB97M-V/def2-TZVPD) results for the ion C5H8N4 with charge +2.

```
! RIJCOSX wB97M-V def2-TZVPD def2/J DEFGRID3
* xyz 2 1
C 3.00 -0.44 0.02
C 0.09 1.83 -0.01
C 1.62 0.03 -0.08
C -1.07 -0.21 0.04
C -2.15 -1.18 -0.15
N 4.08 -0.76 -0.11
N -1.03 1.08 -0.12
N 1.31 1.29 0.08
N 0.40 -0.86 0.21
H -0.09 2.93 -0.23
H -3.09 -0.71 0.33
H -2.10 -2.08 0.52
H -2.01 -1.53 -1.19
H -1.77 1.74 -0.26
H 2.22 1.77 0.14
H 0.33 -1.18 1.16
H 0.28 -1.70 -0.35
*
```

The maximum force is 0.08574 Eh/bohr. As for the energy above the lowest of the compared OMol25 structures with the same formula, charge and spin: 294.3 kJ/mol. The total energy comes out at -11252.0799 eV. As for the LUMO energy (alpha / beta): -10.53 / -10.69 eV.

Results of the Mulliken charge analysis, in e, for atoms 1 through 5:
1. C -0.100
2. C -0.226
3. C 0.369
4. C 0.382
5. C -1.102

***

(9)
DFT (ωB97M-V/def2-TZVPD) results for an isolated molecule of C5H8N4O3S.

```
! RIJCOSX wB97M-V def2-TZVPD def2/J DEFGRID3
* xyz 0 1
C 1.35 1.68 1.63
C 2.39 1.53 -0.21
C -1.27 -0.94 -1.50
C -1.84 -0.25 -2.60
C -0.28 -1.94 1.49
N 2.47 2.33 1.76
N 3.17 2.20 0.60
N 1.25 1.17 0.39
N 0.33 0.43 -0.16
O -0.54 -1.84 -1.50
O -1.30 0.38 1.95
O -1.89 -0.52 -0.27
S -0.72 -0.28 0.79
H 0.76 1.61 2.45
H 2.70 1.40 -1.22
H -2.90 0.03 -2.34
H -1.94 -0.85 -3.57
H -1.28 0.65 -2.75
H -1.26 -2.30 1.70
H 0.47 -2.51 0.92
H 0.34 -1.99 2.43
*
```

The maximum force is 0.09713 Eh/bohr. As for the energy above the lowest of the compared OMol25 structures with the same formula, charge and spin: 249.3 kJ/mol. The total energy comes out at -28247.9424 eV. Its structure (SMILES) is CC(=O)O[S@](C)(=O)=Nn1cnnc1. As for the LUMO energy: 0.37 eV.

Results of the Mulliken charge analysis, in e, for atoms 1 through 5:
1. C -0.138
2. C -0.082
3. C 0.942
4. C -1.063
5. C -0.918

***

(10)
DFT (ωB97M-V/def2-TZVPD) results for the ion C5H8N7O2S with charge +1.

```
! RIJCOSX wB97M-V def2-TZVPD def2/J DEFGRID3
* xyz 1 1
C 1.90 0.95 0.91
C 1.10 -0.35 -0.15
C 3.29 -1.17 0.22
C 1.36 1.92 -0.10
C -1.45 -0.12 -0.01
N 1.34 0.76 -1.05
N -2.63 -0.59 -0.06
N -3.53 -1.07 0.62
N 2.02 -1.41 -0.17
N -0.31 -0.81 0.02
N -4.75 -1.48 0.19
N 0.04 2.39 0.17
O 4.15 -1.95 0.19
O 2.29 0.64 -1.79
S 3.57 0.55 0.67
H 1.96 2.76 -0.50
H -1.25 0.99 -0.23
H 1.60 -2.37 -0.41
H -0.44 -1.85 0.12
H -5.03 -1.63 -0.86
H -5.22 -1.75 1.03
H -0.10 2.30 1.14
H 0.07 3.32 0.03
*
```

The maximum force is 0.10227 Eh/bohr. As for the energy above the lowest of the compared OMol25 structures with the same formula, charge and spin: 324.9 kJ/mol. The total energy comes out at -30660.7969 eV. As for the LUMO energy (alpha / beta): -4.52 / -4.47 eV.

Results of the Mulliken charge analysis, in e, for atoms 1 through 5:
1. C -0.125
2. C 0.034
3. C 0.409
4. C -0.060
5. C -0.161